Record 1
{
  "formula": "C6H17ClSi2",
  "method": "ωB97M-V/def2-TZVPD",
  "molar_mass_g_mol": 180.83,
  "lumo_energy_ev": -1.08,
  "gap_ha": 0.2859,
  "e_above_lowest_kcal_mol": 40.8,
  "symbols": ["C", "C", "C", "C", "C", "C", "Si", "Si", "Cl", "H", "H", "H", "H", "H", "H", "H", "H", "H", "H", "H", "H", "H", "H", "H", "H", "H"],
  "xyz": [[1.506461, -1.379255, -0.319532], [0.352859, -0.788222, 2.037478], [-0.789032, -1.525325, 0.006530], [-0.807666, 1.123193, -1.921347], [1.692946, 2.347936, -0.113953], [0.356587, -0.682121, 0.482551], [-4.828139, -0.689840, -2.094022], [0.141636, 1.140166, -0.228611], [-1.299943, 1.948425, 1.110757], [2.407146, -0.983262, 0.074836], [1.389093, -2.462435, 0.030762], [1.421760, -1.410977, -1.414245], [-0.621334, -0.389660, 2.378201], [1.093000, -0.191385, 2.501083], [0.381338, -1.783436, 2.308206], [-0.656365, -2.523097, 0.555816], [-1.716492, -1.071338, 0.280091], [-0.706822, -1.724018, -1.049053], [-0.350720, 1.291581, -2.840092], [-1.220398, 0.090506, -1.874658], [-1.646957, 1.844366, -1.914779], [2.184056, 2.478235, -1.075257], [1.293603, 3.352324, 0.081568], [2.430403, 2.118130, 0.544279], [-4.789420, -2.147822, -2.265110], [-3.302481, -0.558157, -2.265394]],
  "atomic_forces_ev_per_a": [[-0.7392, -1.3945, 2.2176], [-1.1159, 2.2489, -2.0282], [-0.2026, -1.3950, 1.1846], [-0.9763, -0.5951, 2.5449], [-3.1835, 0.3666, -2.4408], [0.2285, 0.7210, -1.6619], [0.2650, 0.9195, 0.0824], [0.2848, 0.3981, 0.2466], [0.2485, 0.0073, -0.3035], [1.4380, 0.0928, -0.2833], [0.7105, 1.1217, -0.5953], [0.0012, 0.5494, 0.3901], [0.4208, -0.1864, -0.1301], [1.0093, 0.4038, 0.5813], [0.4416, -2.2140, 0.7178], [-0.6005, 1.1086, -0.8240], [-1.0500, -0.0418, 0.0170], [-0.4030, -0.0970, -0.3611], [1.4102, 0.0289, -1.4432], [-0.0289, 0.7945, -0.4875], [0.2872, -0.4389, 0.4186], [-0.0406, -0.3410, -0.3608], [-0.0066, -0.2695, 0.3042], [1.9257, -0.8299, 2.2960], [0.0890, -0.8285, -0.0991], [-0.4133, -0.1294, 0.0175]],
  "lowdin_charge": [-0.097, -0.087, -0.174, -0.193, -0.180, -0.657, 0.586, 0.377, 0.281, 0.055, 0.102, 0.085, 0.059, 0.064, 0.048, 0.114, 0.061, 0.063, -0.005, -0.022, 0.032, 0.020, 0.024, -0.026, -0.276, -0.254]
}



Record 2
{
  "formula": "C4H8O2",
  "method": "ωB97M-V/def2-TZVPD",
  "molar_mass_g_mol": 88.11,
  "lumo_energy_ev": 1.00,
  "smiles": "C=COCOC",
  "gap_ha": 0.3692,
  "e_above_lowest_kcal_mol": 69.3,
  "symbols": ["C", "C", "O", "C", "O", "C", "H", "H", "H", "H", "H", "H", "H", "H"],
  "xyz": [[1.509908, 1.283364, 0.069330], [1.795860, -0.013684, -0.024596], [0.905920, -1.072735, -0.070809], [-0.442392, -0.919212, 0.281810], [-1.017269, -0.007097, -0.562707], [-2.199088, 0.601005, 0.113515], [0.466480, 1.693350, 0.118170], [2.438181, 1.861130, 0.213910], [2.768932, -0.375844, -0.239250], [-0.942668, -1.897616, 0.215067], [-0.593642, -0.556233, 1.334514], [-1.697776, 1.013954, 1.144176], [-2.542664, 1.350541, -0.520298], [-2.991777, -0.159467, 0.161484]],
  "atomic_forces_ev_per_a": [[0.0895, 0.0386, 0.6483], [-2.2602, -0.0400, -0.3631], [0.3009, -0.3557, 0.1277], [0.4017, 0.1374, 0.8939], [-2.2537, 1.2678, 0.0138], [3.3886, -1.3249, 1.6292], [1.5171, -0.3585, 0.0639], [-0.9512, 0.2976, -0.3425], [0.8023, -0.2879, 0.2392], [0.4816, -0.0193, -0.1531], [0.6737, -0.2467, -0.4214], [-2.0910, -0.8708, -2.2019], [-0.3671, 1.5520, -0.9011], [0.2680, 0.2104, 0.7673]],
  "lowdin_charge": [0.023, -0.202, -0.064, -0.318, -0.184, -0.037, 0.072, 0.060, 0.101, 0.140, 0.128, 0.140, 0.052, 0.090]
}



Record 3
{
  "formula": "CH4ClNOS",
  "method": "ωB97M-V/def2-TZVPD",
  "molar_mass_g_mol": 113.57,
  "lumo_energy_ev": 0.13,
  "gap_ha": 0.3743,
  "e_above_lowest_kcal_mol": 21.3,
  "symbols": ["C", "N", "O", "S", "Cl", "H", "H", "H", "H"],
  "xyz": [[0.143302, 0.171588, 0.474761], [0.924814, -0.979650, 0.133256], [-0.991959, -0.265495, -1.750614], [-1.444079, -0.113898, -0.371222], [-2.070965, 1.814182, 0.089084], [0.636009, 1.175455, 0.179616], [-0.106294, 0.051957, 1.617068], [1.908256, -0.652380, 0.466557], [1.000917, -1.201759, -0.838506]],
  "atomic_forces_ev_per_a": [[-0.3972, 0.3313, 1.5610], [3.2587, 0.6026, 1.9611], [-0.5364, 0.1529, -0.3550], [0.8600, 0.2045, 0.1700], [-0.3338, 0.2850, -0.2017], [-1.2751, -1.3166, 0.5368], [0.5192, 0.8642, -2.0263], [-1.9625, -1.5055, -0.9126], [-0.1330, 0.3816, -0.7333]],
  "lowdin_charge": [-0.563, -0.089, -0.530, 0.587, 0.205, 0.106, 0.119, 0.123, 0.043]
}



Record 4
{
  "formula": "C37H43BClF5IN4O4",
  "method": "ωB97M-V/def2-TZVPD",
  "total_charge": 1,
  "molar_mass_g_mol": 875.93,
  "lumo_energy_ev": -2.92,
  "gap_ha": 0.2924,
  "e_above_lowest_kcal_mol": 0.0,
  "symbols": ["C", "C", "Cl", "C", "N", "C", "C", "C", "C", "O", "O", "C", "N", "C", "F", "C", "B", "O", "O", "C", "F", "I", "C", "C", "C", "C", "C", "C", "C", "C", "N", "N", "H", "H", "H", "H", "H", "H", "H", "H", "H", "H", "H", "H", "H", "H", "H", "H", "H", "H", "H", "H", "H", "H", "H", "H", "H", "H", "H", "H", "F", "C", "C", "C", "C", "C", "C", "H", "H", "H", "H", "H", "F", "C", "C", "C", "C", "C", "C", "H", "H", "H", "H", "H", "F", "C", "C", "C", "C", "C", "C", "H", "H", "H", "H", "H"],
  "xyz": [[1.143997, -3.376080, 6.012585], [-0.197169, -3.536045, 5.324387], [-1.552761, -3.160126, 6.439745], [-0.383384, -2.785299, 4.003912], [0.118788, -1.409209, 3.974609], [-0.828243, -0.376102, 4.441200], [-1.587610, 0.146029, 3.226672], [-2.796713, 1.003651, 3.611375], [-3.060609, 1.981605, 2.509110], [-2.941403, 3.160749, 2.604724], [-3.431139, 1.351167, 1.383619], [1.282999, -1.062666, 3.506937], [1.647745, 0.237858, 3.526829], [2.881499, 0.639883, 2.853355], [2.660125, 1.943557, 2.477564], [4.078449, 0.661087, 3.821583], [4.800793, 2.086072, 3.850521], [4.221049, 3.015576, 4.656907], [5.972642, 2.312789, 3.169736], [3.017503, -0.151388, 1.501375], [2.298592, 0.568296, 0.582556], [5.035006, -0.124565, 0.770016], [2.326822, -1.551148, 1.519086], [2.927331, -2.636054, 0.641592], [2.844883, -2.342312, -0.841407], [3.826158, -2.874735, -1.685793], [3.783353, -2.665163, -3.063697], [2.752908, -1.908976, -3.628453], [1.783824, -1.369524, -2.785654], [1.817221, -1.588210, -1.410392], [2.073691, -2.047481, 2.882882], [3.246065, -2.326697, 3.649528], [1.849629, -4.041956, 5.523382], [1.513939, -2.358577, 6.015671], [1.051232, -3.746946, 7.026673], [-0.317205, -4.586154, 5.084045], [-1.453415, -2.703674, 3.840584], [0.000631, -3.363201, 3.174577], [-0.324219, 0.399426, 5.005925], [-1.539327, -0.855701, 5.101387], [-0.932160, 0.663168, 2.530628], [-1.964460, -0.728028, 2.697968], [-2.660282, 1.517038, 4.556430], [-3.686357, 0.383448, 3.708470], [-3.106680, 1.846697, 0.612899], [1.571127, 0.656816, 4.447414], [3.678101, 0.540215, 4.829333], [4.767194, -0.158431, 3.680271], [4.528946, 3.914302, 4.502486], [5.948554, 3.095856, 2.611318], [1.333116, -1.370319, 1.114556], [2.308878, -3.520603, 0.815737], [3.936085, -2.912094, 0.931642], [4.640697, -3.457796, -1.277494], [4.534262, -3.091457, -3.711194], [2.685494, -1.736854, -4.689242], [0.978032, -0.785772, -3.196702], [1.027621, -1.156390, -0.817987], [3.293552, -3.331442, 3.756209], [4.083240, -2.048584, 3.147359], [-3.198978, 3.201034, -0.702446], [-2.248223, 3.994597, -1.268157], [-1.718516, 3.626872, -2.486830], [-0.752684, 4.441147, -3.059895], [-0.333792, 5.592591, -2.406696], [-0.883273, 5.934924, -1.177969], [-1.854922, 5.132087, -0.597706], [-2.058204, 2.722816, -2.976282], [-0.329629, 4.175330, -4.019185], [0.419836, 6.224267, -2.857054], [-0.556447, 6.830768, -0.668022], [-2.303869, 5.378727, 0.355464], [1.035668, 0.181031, -5.364436], [-0.021776, 0.994310, -5.594806], [-1.082223, 0.972240, -4.711545], [-2.162141, 1.813566, -4.940285], [-2.165794, 2.654728, -6.044932], [-1.088308, 2.655897, -6.921624], [-0.001416, 1.822936, -6.697205], [-1.061942, 0.306017, -3.858138], [-2.994823, 1.812588, -4.255594], [-3.009262, 3.307842, -6.222974], [-1.092447, 3.307391, -7.784773], [0.851191, 1.813841, -7.362846], [-4.307585, 0.194961, -3.304668], [-4.605078, -1.068056, -3.694852], [-3.774978, -1.710006, -4.591002], [-4.091085, -3.004245, -4.979475], [-5.224303, -3.629085, -4.477674], [-6.045179, -2.959449, -3.580711], [-5.735597, -1.667988, -3.179779], [-2.902966, -1.202125, -4.979448], [-3.450322, -3.523932, -5.678812], [-5.468642, -4.636001, -4.787678], [-6.931930, -3.441814, -3.192679], [-6.358999, -1.129332, -2.478640]],
  "atomic_forces_ev_per_a": [[-0.2973, -0.4361, -0.0408], [0.1821, -0.0261, -0.1109], [0.0059, 0.1481, 0.1151], [-0.4234, -0.1336, 0.0645], [0.1373, 0.0475, 0.5061], [-0.3668, 0.0047, -0.4058], [-0.2563, -0.3294, 0.0518], [-0.1871, -0.2308, 0.1156], [-0.2653, -0.1583, 0.1678], [0.3277, 0.9253, -0.0168], [0.5644, -0.6547, -0.2864], [-0.3159, -0.2461, 0.2893], [0.6169, -0.6567, 0.0788], [0.8298, 0.1088, 0.0835], [-0.1952, 0.2088, 0.0126], [-0.2097, 0.1117, 0.5167], [0.3230, -0.0230, 0.0003], [-0.4093, 0.0487, -0.2806], [-0.5181, -0.1744, -0.4583], [-0.1928, -0.0776, -0.1290], [-0.1154, 0.1362, -0.0877], [-0.0387, -0.0401, 0.1161], [0.2751, -0.2746, 0.0014], [-0.6256, -0.3314, -0.1846], [0.3703, 0.1389, -0.3703], [-0.2265, 0.2317, -0.3408], [-0.4917, 0.2084, 0.0629], [-0.0277, -0.0486, 0.8102], [0.1306, -0.2795, 0.1035], [0.3870, -0.2963, -0.3801], [0.1845, 0.3684, -0.6667], [-0.0241, -0.0985, 0.2376], [0.2793, 0.1503, -0.1632], [0.0813, 0.1512, 0.0799], [0.0592, 0.1242, 0.2039], [-0.2155, -0.1442, -0.0031], [-0.1330, 0.0245, -0.1433], [0.4523, 0.0626, -0.0482], [0.0404, 0.1039, 0.0547], [0.0826, -0.1392, 0.2578], [0.2003, 0.1723, 0.0794], [0.0320, -0.0638, -0.2033], [0.1186, 0.2916, 0.0049], [0.0004, -0.1909, 0.0907], [-0.5852, 0.3944, -0.0248], [-0.3608, 0.4668, -0.2119], [-0.0533, -0.1351, 0.0918], [0.1379, -0.0693, -0.2170], [0.1685, 0.0378, 0.2741], [0.3667, 0.1842, 0.1742], [-0.1470, 0.2403, 0.0174], [-0.0023, -0.1014, 0.1742], [0.2077, 0.1478, 0.0125], [0.0299, -0.0232, 0.1307], [0.1435, -0.0718, 0.0528], [0.1006, 0.0036, -0.1511], [-0.0435, 0.0800, -0.0953], [-0.0779, 0.0611, 0.1109], [-0.0237, -0.0697, 0.0280], [-0.0236, 0.1454, -0.0411], [-0.0450, -0.1038, -0.0420], [0.2851, 0.2191, -0.1344], [-0.1254, -0.1711, 0.1630], [0.0092, 0.0613, 0.0842], [0.0151, 0.0089, -0.0041], [0.0243, -0.0665, -0.1012], [-0.1009, 0.0516, 0.2147], [0.1380, 0.3595, 0.3750], [-0.0117, -0.0572, -0.0470], [0.0007, 0.0078, 0.0002], [-0.0193, 0.0156, 0.0084], [-0.0010, -0.0347, 0.0021], [-0.0690, 0.0516, -0.0917], [-0.0864, 0.0894, 0.0276], [0.0034, -0.1240, 0.0953], [0.0895, -0.0840, -0.5285], [-0.0397, 0.0041, 0.0076], [-0.0364, -0.0389, 0.0969], [0.1296, 0.0211, -0.1200], [0.0106, 0.0015, 0.0058], [-0.1320, -0.1502, -0.1856], [-0.0014, 0.0056, 0.0011], [0.0130, 0.0058, -0.0060], [-0.0014, -0.0254, 0.0104], [0.0162, -0.0607, 0.0472], [-0.0917, -0.1768, -0.0384], [0.1337, 0.0918, -0.0307], [-0.0847, -0.0096, 0.0618], [0.0040, -0.0380, -0.0150], [0.0793, -0.0067, -0.0486], [-0.0939, 0.0727, 0.1165], [0.0008, 0.0285, -0.0087], [0.0089, 0.0151, -0.0170], [-0.0050, 0.0011, -0.0026], [-0.0079, 0.0060, 0.0149], [0.0083, 0.0250, -0.0217]],
  "lowdin_charge": [-0.108, -0.680, 0.654, -0.147, 0.021, -0.111, -0.144, -0.083, -0.555, 0.141, 0.111, -0.255, 0.218, -0.439, 0.071, -0.033, -0.689, 0.191, 0.138, -0.659, -0.023, 1.194, -0.269, -0.152, -0.258, -0.057, -0.061, -0.062, -0.058, -0.040, -0.073, 0.130, 0.076, 0.070, 0.077, 0.103, 0.116, 0.132, 0.131, 0.093, 0.123, 0.122, 0.129, 0.135, 0.100, 0.167, 0.118, 0.066, 0.120, 0.115, 0.145, 0.136, 0.084, 0.112, 0.105, 0.099, 0.077, 0.100, 0.098, 0.069, 0.035, -0.257, -0.008, -0.062, -0.085, -0.076, -0.011, 0.071, 0.105, 0.104, 0.107, 0.120, 0.046, -0.270, -0.030, -0.125, -0.074, -0.070, -0.011, 0.114, 0.086, 0.111, 0.109, 0.120, 0.039, -0.277, -0.015, -0.077, -0.092, -0.080, -0.017, 0.101, 0.107, 0.103, 0.107, 0.118]
}